Entry 1:
Formula: C6H17NO2
Source: the Open Molecules 2025 dataset
Level of theory: ωB97M-V with the def2-TZVPD basis set

Results
- ⟨S²⟩ = 0.7548
- total charge = +1
- relative energy (zero: lowest compared OMol25 entry of this formula, charge and spin) (kcal/mol) = 9.7
- 2S+1 = 2
- highest occupied orbital energy (spin up / spin down) (hartree) = -0.5428 / -0.5428

```
26
C6H17NO2 ωB97M-V with the def2-TZVPD basis set
C 0.022 -1.639 -0.519
N 0.795 -1.089 -1.618
C 0.218 -0.616 -2.859
O -0.400 0.623 -2.602
C 0.535 -1.163 0.844
C -0.159 0.152 1.283
C -1.656 -0.111 1.578
C 0.584 0.668 2.527
H -1.024 -1.341 -0.622
H 0.139 -2.733 -0.557
H 1.518 -0.513 -1.175
H -0.546 -1.266 -3.219
H 1.023 -0.621 -3.594
H -0.170 1.232 -3.324
H 0.285 -1.970 1.531
H 1.613 -0.982 0.863
H -0.166 0.825 0.427
H -2.223 0.283 0.744
H -2.097 -1.050 1.906
H -1.949 0.609 2.354
H 1.629 0.365 2.530
H 0.531 1.742 2.555
H 0.099 0.300 3.428
H 0.113 2.121 -1.053
H 0.624 3.270 -0.265
O 0.663 2.904 -1.162
```

=====

Entry 2:
Formula: C7H8BNO5
Source: the Open Molecules 2025 dataset
Level of theory: ωB97M-V with the def2-TZVPD basis set

Results
- highest occupied orbital energy (spin up / spin down) (hartree) = -0.3569 / -0.3569

```
22
C7H8BNO5 ωB97M-V with the def2-TZVPD basis set
B -2.710 -1.071 -0.274
C 3.413 -0.157 -0.252
C 2.782 0.910 -0.899
C 2.774 -1.020 0.586
C 1.439 1.080 -0.663
C 1.538 -0.790 0.971
C 0.842 0.180 0.225
C -0.509 0.560 0.589
N -1.235 1.682 0.125
O -1.469 2.511 0.969
O -1.668 1.714 -0.967
O -3.396 -0.576 0.846
O -3.487 -1.843 -1.190
O -1.453 -0.922 -0.637
H 4.349 -0.296 -0.647
H 3.257 1.513 -1.575
H 3.257 -1.845 1.030
H 0.957 1.812 -1.285
H 1.075 -1.273 1.912
H -0.986 0.227 1.444
H -4.342 -0.713 0.781
H -4.427 -1.683 -1.089
```

=====

Entry 3:
Formula: C32H48MnO24
Source: the Open Molecules 2025 dataset
Level of theory: ωB97M-V with the def2-TZVPD basis set

Results
- ⟨S²⟩ = 8.7515
- total charge = +2
- 2S+1 = 6
- highest occupied orbital energy (spin up / spin down) (hartree) = -0.5355 / -0.5445

```
105
C32H48MnO24 ωB97M-V with the def2-TZVPD basis set
Mn 0.375 18.422 1.599
C -0.135 13.941 5.753
C 0.143 13.669 4.243
C -1.020 13.203 3.384
O -1.111 14.207 2.379
C -0.293 15.256 2.684
O -0.186 16.232 1.980
O 0.414 14.961 3.795
H -0.524 13.049 6.243
H -0.855 14.735 5.955
H 0.801 14.112 6.285
H 1.010 13.047 4.019
H -1.973 13.225 3.912
H -0.937 12.173 3.039
C 4.378 17.172 6.714
C 2.832 17.217 6.352
C 2.111 18.408 6.913
O 1.510 19.054 5.778
C 1.794 18.312 4.690
O 1.365 18.553 3.554
O 2.640 17.285 4.973
H 4.948 16.547 6.026
H 4.455 16.917 7.771
H 4.813 18.167 6.629
H 2.382 16.371 6.872
H 2.720 19.104 7.491
H 1.321 18.061 7.579
C 6.182 19.349 2.091
C 5.484 18.716 0.856
C 5.848 17.249 0.614
O 4.540 16.647 0.752
C 3.552 17.588 0.995
O 2.327 17.400 1.054
O 4.121 18.766 1.160
H 5.623 20.258 2.311
H 7.240 19.561 1.938
H 6.211 18.811 3.038
H 5.673 19.456 0.078
H 6.494 17.021 1.462
H 6.343 17.171 -0.354
C -1.644 17.544 7.546
C -2.627 17.470 6.434
C -3.448 18.680 6.088
O -2.852 19.218 4.931
C -1.902 18.391 4.484
O -1.250 18.546 3.479
O -1.872 17.369 5.276
H -1.021 18.425 7.387
H -0.961 16.696 7.607
H -2.082 17.604 8.542
H -3.246 16.589 6.604
H -3.409 19.510 6.793
H -4.504 18.413 6.039
C 3.728 22.167 -2.908
C 2.294 21.880 -2.468
C 1.541 20.838 -3.227
O 0.968 20.105 -2.191
C 1.530 20.396 -1.031
O 1.339 19.711 -0.008
O 2.300 21.394 -1.174
H 3.725 22.716 -3.849
H 4.380 21.303 -3.033
H 4.226 22.696 -2.095
H 1.654 22.759 -2.546
H 2.210 20.281 -3.883
H 0.838 21.381 -3.859
C -2.747 14.400 -1.945
C -1.313 14.304 -1.408
C -0.162 14.233 -2.431
O 0.591 15.392 -2.097
C 0.006 16.099 -1.125
O 0.367 17.176 -0.697
O -1.050 15.482 -0.701
H -3.177 13.510 -2.406
H -2.923 15.261 -2.590
H -3.394 14.578 -1.086
H -1.362 13.453 -0.729
H -0.358 14.211 -3.503
H 0.432 13.347 -2.205
C -2.233 24.261 3.656
C -0.811 23.759 3.626
C -0.444 22.903 4.816
O 0.309 21.862 4.258
C -0.032 21.679 3.003
O 0.341 20.771 2.293
O -0.716 22.783 2.590
H -2.460 24.674 2.673
H -2.482 24.981 4.435
H -2.935 23.472 3.924
H -0.117 24.593 3.518
H -1.366 22.556 5.283
H 0.025 23.550 5.557
C -4.558 18.811 -2.732
C -4.418 19.029 -1.186
C -4.441 17.737 -0.440
O -3.288 17.736 0.403
C -2.532 18.790 0.103
O -1.400 19.008 0.563
O -3.224 19.586 -0.792
H -4.680 19.770 -3.235
H -5.472 18.247 -2.913
H -3.668 18.297 -3.095
H -5.319 19.548 -0.857
H -4.482 16.839 -1.058
H -5.332 17.568 0.165
```

=====

Entry 4:
Formula: C3H9O2
Source: the Open Molecules 2025 dataset
Level of theory: ωB97M-V with the def2-TZVPD basis set

Results
- total charge = -1
- relative energy (zero: lowest compared OMol25 entry of this formula, charge and spin) (kcal/mol) = 22.6
- highest occupied orbital energy (hartree) = -0.0859

```
14
C3H9O2 ωB97M-V with the def2-TZVPD basis set
C 0.342 0.278 0.678
O 0.960 -0.657 -0.052
C -0.107 1.545 -0.117
C 0.924 1.965 -1.206
H 1.144 0.646 1.408
H -0.562 -0.020 1.296
H -0.407 2.302 0.616
H -1.094 1.389 -0.598
H 1.693 1.195 -1.115
H 1.199 3.025 -1.144
H 0.320 1.950 -2.111
H -1.503 -1.909 0.671
H -1.558 -3.158 -0.188
O -1.821 -2.823 0.674
```

=====

Entry 5:
Formula: C3H4N2S3
Source: the Open Molecules 2025 dataset
Level of theory: ωB97M-V with the def2-TZVPD basis set

Results
- SMILES string = C=N[C@@H]1NC(=S)SS1
- relative energy (zero: lowest compared OMol25 entry of this formula, charge and spin) (kcal/mol) = 36.4
- highest occupied orbital energy (hartree) = -0.3144

```
12
C3H4N2S3 ωB97M-V with the def2-TZVPD basis set
C -1.032 -1.729 -1.090
N -0.664 -1.365 0.049
C 0.720 -0.365 -0.022
N 0.689 0.465 1.074
C -0.078 1.605 0.995
S -0.535 2.614 2.221
S -0.158 2.279 -0.680
S 1.039 0.725 -1.415
H -1.874 -2.187 -1.251
H -0.531 -1.328 -2.078
H 1.612 -0.983 0.162
H 0.811 0.270 2.035
```

=====

Entry 6:
Formula: C4H5ClIN2P
Source: the Open Molecules 2025 dataset
Level of theory: ωB97M-V with the def2-TZVPD basis set

Results
- relative energy (zero: lowest compared OMol25 entry of this formula, charge and spin) (kcal/mol) = 49.0
- highest occupied orbital energy (hartree) = -0.3182

```
14
C4H5ClIN2P ωB97M-V with the def2-TZVPD basis set
C 1.630 -0.025 -0.717
C 1.243 -1.336 -1.091
C 0.706 0.475 0.082
C 0.262 1.684 0.701
N 0.093 -1.837 -0.667
N -0.569 -0.871 -0.022
P -1.862 -0.847 1.025
Cl -0.686 2.644 -0.563
I -3.978 -0.014 -0.041
H 2.646 0.321 -0.778
H 2.040 -2.008 -1.316
H 1.006 2.552 0.769
H -0.194 1.505 1.646
H -2.338 -2.243 0.972
```

=====

Entry 7:
Formula: C8H11N
Source: the Open Molecules 2025 dataset
Level of theory: ωB97M-V with the def2-TZVPD basis set

Results
- relative energy (zero: lowest compared OMol25 entry of this formula, charge and spin) (kcal/mol) = 131.0
- highest occupied orbital energy (hartree) = -0.2400

```
20
C8H11N ωB97M-V with the def2-TZVPD basis set
C 0.739 0.267 1.842
C -0.346 -0.599 1.748
C 1.397 0.754 0.808
C -0.070 -0.447 -0.604
C 2.340 2.992 0.334
C 1.976 1.745 -0.005
C -0.490 -0.403 -2.030
C -1.837 -1.793 0.464
N -0.701 -0.866 0.462
H 1.004 0.854 2.752
H -0.689 -1.313 2.492
H 2.927 3.566 -0.471
H 2.088 3.428 1.270
H 2.301 1.452 -1.101
H -1.414 -0.909 -2.295
H -0.706 0.653 -2.325
H 0.380 -0.741 -2.807
H -2.338 -1.477 1.478
H -2.633 -1.644 -0.310
H -1.640 -2.895 0.505
```

=====

Entry 8:
Formula: C6H9F2N2
Source: the Open Molecules 2025 dataset
Level of theory: ωB97M-V with the def2-TZVPD basis set

Results
- total charge = +1
- relative energy (zero: lowest compared OMol25 entry of this formula, charge and spin) (kcal/mol) = 53.8
- highest occupied orbital energy (spin up / spin down) (hartree) = -0.4174 / -0.4564

```
19
C6H9F2N2 ωB97M-V with the def2-TZVPD basis set
C 0.721 -1.689 0.574
C 1.805 -1.215 -0.122
C -0.672 -0.093 -0.794
C -0.618 -1.155 0.275
C 1.632 -0.321 -1.199
C -0.288 1.815 2.070
N 0.365 0.119 -1.524
N -1.710 0.683 -1.000
F -1.499 1.469 1.865
F 0.611 1.278 1.174
H 0.970 -2.451 1.372
H 2.821 -1.380 0.337
H -1.327 -1.983 -0.093
H -1.036 -0.856 1.290
H 2.338 0.101 -1.785
H -0.093 2.796 2.254
H 0.322 0.754 -2.310
H -2.707 0.538 -0.796
H -1.636 1.591 -1.588
```

=====

Entry 9:
Formula: C14H34Br8N6O12
Source: the Open Molecules 2025 dataset
Level of theory: ωB97M-V with the def2-TZVPD basis set

Results
- SMILES string = C[N+](=O)[O-].C[N+](=O)[O-].C[N+](=O)[O-].C[N+](=O)[O-].C[N+](=O)[O-].C[N+](=O)[O-].BrCCBr.BrCCBr.BrCCBr.BrCCBr
- relative energy (zero: lowest compared OMol25 entry of this formula, charge and spin) (kcal/mol) = 17.5
- highest occupied orbital energy (hartree) = -0.3732

```
74
C14H34Br8N6O12 ωB97M-V with the def2-TZVPD basis set
C -1.906 4.041 -2.490
N -1.599 3.678 -1.064
O -2.487 3.194 -0.366
O -0.474 3.880 -0.637
H -1.265 3.305 -2.976
H -1.559 5.024 -2.804
H -3.000 3.881 -2.776
C -1.906 2.909 2.627
N -1.026 1.792 2.790
O 0.143 1.958 2.927
O -1.554 0.685 2.804
H -1.447 3.803 2.979
H -2.808 2.672 3.269
H -2.166 2.898 1.575
C 2.529 4.095 -3.450
N 1.454 5.047 -2.988
O 0.650 5.411 -3.766
O 1.722 5.548 -1.930
H 2.174 3.613 -4.442
H 2.597 3.316 -2.682
H 3.495 4.599 -3.498
C 0.479 -5.529 -0.730
N -0.007 -4.326 -1.329
O -0.421 -3.447 -0.615
O 0.017 -4.273 -2.543
H 0.756 -6.174 -1.538
H -0.254 -5.941 -0.034
H 1.307 -5.341 -0.148
C 0.363 -2.019 3.476
N 0.477 -3.468 3.312
O 1.442 -3.955 2.663
O -0.420 -4.156 3.743
H -0.468 -1.634 2.885
H 1.310 -1.492 3.239
H 0.134 -1.883 4.542
C 0.310 0.060 -0.496
N 0.511 0.677 -1.847
O -0.355 1.455 -2.186
O 1.466 0.320 -2.500
H 1.020 -0.758 -0.396
H -0.732 -0.250 -0.456
H 0.500 0.805 0.297
Br 3.066 2.697 0.619
C 2.282 4.294 1.579
C 3.381 5.316 1.906
Br 2.771 6.805 3.022
H 1.818 3.790 2.397
H 1.519 4.642 0.831
H 3.758 5.710 1.014
H 4.161 4.899 2.556
Br 3.365 -3.274 -1.646
C 4.415 -3.241 -0.100
C 5.600 -2.308 -0.140
Br 5.238 -0.454 0.119
H 4.754 -4.222 0.177
H 3.827 -2.915 0.758
H 6.194 -2.408 -1.035
H 6.200 -2.567 0.738
Br -3.370 -5.629 -1.990
C -3.630 -3.997 -3.241
C -3.190 -2.689 -2.722
Br -3.306 -1.335 -4.175
H -4.671 -4.007 -3.451
H -3.014 -4.371 -4.114
H -2.139 -2.647 -2.348
H -3.816 -2.141 -1.965
Br -5.950 -0.853 3.548
C -4.947 -1.566 2.090
C -3.563 -1.859 2.609
Br -2.679 -2.609 1.037
H -5.074 -0.930 1.198
H -5.445 -2.574 1.919
H -3.528 -2.630 3.382
H -3.028 -0.943 2.990
```

=====

Entry 10:
Formula: C27H62F4N6O9S4
Source: the Open Molecules 2025 dataset
Level of theory: ωB97M-V with the def2-TZVPD basis set

Results
- total charge = +2
- highest occupied orbital energy (hartree) = -0.5073

```
112
C27H62F4N6O9S4 ωB97M-V with the def2-TZVPD basis set
C 1.024 -2.019 1.503
C 1.760 -3.189 2.131
C 2.482 -3.819 0.949
N 3.649 -4.778 1.179
C 3.285 -5.908 2.084
C 4.065 -5.286 -0.128
C 5.573 -5.433 -0.016
C 5.966 -4.908 1.394
C 4.876 -4.008 1.764
H 0.656 -2.254 0.529
H 1.670 -1.193 1.427
H 0.154 -1.672 2.040
H 1.052 -3.921 2.504
H 2.344 -2.795 2.974
H 2.899 -2.963 0.368
H 1.738 -4.379 0.426
H 3.154 -5.569 3.102
H 4.041 -6.650 2.027
H 2.303 -6.307 1.759
H 3.644 -6.210 -0.297
H 3.704 -4.629 -0.914
H 5.965 -6.409 -0.183
H 6.126 -4.842 -0.778
H 6.197 -5.694 2.111
H 6.911 -4.388 1.143
H 4.751 -3.761 2.802
H 4.838 -3.045 1.165
C 2.831 2.857 4.170
C 3.676 4.089 3.751
C 4.837 3.628 2.873
N 5.524 4.694 2.111
C 6.301 5.649 2.913
C 4.613 5.371 1.114
C 5.443 5.662 -0.154
C 6.777 5.004 0.028
C 6.428 3.987 1.138
H 1.940 3.121 4.804
H 3.302 2.145 4.836
H 2.501 2.318 3.297
H 4.165 4.612 4.558
H 3.161 4.851 3.130
H 4.398 2.967 2.099
H 5.568 3.032 3.414
H 6.571 6.475 2.304
H 7.159 5.205 3.477
H 5.590 5.843 3.700
H 4.295 6.293 1.616
H 3.786 4.727 0.995
H 5.580 6.767 -0.208
H 4.981 5.306 -1.059
H 7.505 5.741 0.485
H 7.194 4.592 -0.855
H 7.200 3.507 1.711
H 5.861 3.189 0.642
C -8.405 2.480 0.461
C -8.758 0.973 0.604
C -8.010 0.256 -0.491
N -8.223 -1.236 -0.712
C -7.439 -2.094 0.181
C -7.773 -1.497 -2.135
C -8.964 -1.132 -3.001
C -10.216 -1.258 -2.150
C -9.641 -1.792 -0.854
H -8.765 2.782 -0.534
H -7.316 2.514 0.468
H -8.715 3.163 1.247
H -9.849 0.825 0.543
H -8.477 0.583 1.569
H -6.913 0.396 -0.426
H -8.300 0.718 -1.480
H -7.625 -3.196 -0.010
H -7.716 -1.918 1.239
H -6.449 -1.721 0.025
H -7.540 -2.627 -2.127
H -6.863 -0.990 -2.314
H -8.892 -1.964 -3.754
H -8.851 -0.220 -3.550
H -10.914 -1.902 -2.605
H -10.721 -0.289 -2.034
H -9.512 -2.922 -1.028
H -10.190 -1.606 0.072
C -0.707 1.872 -4.435
C -0.738 0.463 -3.891
O -1.241 -0.413 -4.517
N -0.133 -0.017 -2.531
H 0.626 0.639 -2.148
H -0.934 -0.080 -1.799
C 0.511 -1.337 -2.882
H -1.626 2.372 -3.878
H -0.933 1.905 -5.479
H 0.175 2.407 -4.099
H 1.533 -1.115 -3.181
H 0.000 -1.941 -3.591
H 0.504 -1.806 -1.905
N -4.330 -0.358 -1.070
S -3.222 -1.546 -1.022
O -3.752 -2.801 -0.559
O -2.020 -1.074 -0.398
F -2.902 -1.788 -2.486
S -4.024 0.860 -1.953
O -2.624 1.197 -2.008
O -4.955 1.892 -1.641
F -4.580 0.314 -3.339
N 3.168 0.366 -1.208
S 4.368 -0.145 -0.239
O 4.533 -1.543 -0.424
O 4.215 0.332 1.102
F 5.704 0.570 -0.712
S 3.057 1.863 -1.536
O 3.472 2.835 -0.543
O 1.738 2.041 -2.109
F 4.139 2.110 -2.677
```

=====

Entry 11:
Formula: C5H14
Source: the Open Molecules 2025 dataset
Level of theory: ωB97M-V with the def2-TZVPD basis set

Results
- SMILES string = CCC.CC
- relative energy (zero: lowest compared OMol25 entry of this formula, charge and spin) (kcal/mol) = 18.3
- highest occupied orbital energy (hartree) = -0.4076

```
19
C5H14 ωB97M-V with the def2-TZVPD basis set
C 1.577 2.251 0.539
C 1.442 0.704 0.295
C 2.631 0.003 -0.339
H 2.331 2.666 -0.128
H 1.910 2.446 1.557
H 0.586 2.631 0.295
H 1.196 0.265 1.267
H 0.581 0.516 -0.339
H 3.230 0.654 -0.971
H 3.140 -0.637 0.377
H 2.238 -0.805 -0.970
C -2.020 -1.008 -0.603
C -3.071 -1.703 0.212
H -2.277 -1.010 -1.668
H -1.899 0.050 -0.354
H -1.042 -1.474 -0.496
H -3.101 -2.771 0.412
H -4.072 -1.568 -0.238
H -3.379 -1.207 1.150
```

=====

Entry 12:
Formula: C4H26NO11
Source: the Open Molecules 2025 dataset
Level of theory: ωB97M-V with the def2-TZVPD basis set

Results
- total charge = -1
- relative energy (zero: lowest compared OMol25 entry of this formula, charge and spin) (kcal/mol) = 69.1
- highest occupied orbital energy (hartree) = -0.2408

```
42
C4H26NO11 ωB97M-V with the def2-TZVPD basis set
O -3.695 -0.552 -1.487
C -2.657 -1.065 -1.840
C -1.421 -0.247 -2.144
C -0.581 -0.378 -0.806
C 0.814 0.084 -1.261
O 1.826 0.003 -0.318
N -1.665 1.051 -2.681
H -2.538 -2.095 -2.092
H -0.953 -0.801 -3.007
H -0.478 -1.410 -0.378
H -0.942 0.260 -0.018
H 1.176 -0.651 -2.072
H 0.713 1.115 -1.696
H -0.848 1.651 -2.769
H -2.576 1.454 -2.782
H 1.236 -0.702 0.876
H 1.272 -1.123 2.470
O 0.725 -1.144 1.681
H 2.445 -1.989 -0.807
H 2.101 -2.751 0.537
O 2.501 -2.802 -0.328
H -3.326 0.937 0.210
H -2.491 2.221 0.717
O -3.283 1.670 0.816
H -1.182 -3.130 1.154
H -1.728 -1.673 1.422
O -1.978 -2.608 1.237
H 4.148 -0.945 -1.053
H 3.214 0.294 -0.885
O 4.207 0.014 -1.070
H 1.607 1.321 0.507
H 1.177 1.457 2.178
O 1.526 1.853 1.387
H -0.748 2.924 -0.281
H -0.278 2.602 1.264
O -0.875 3.094 0.653
H 3.531 0.786 1.837
H 3.836 -0.162 0.600
O 3.913 -0.081 1.607
H -0.786 0.082 2.112
H -1.752 1.089 1.981
O -1.166 0.771 2.702
```